DFT (ωB97M-V/def2-TZVPD) results for one molecule with the formula C5H11NS in a non-equilibrium geometry.

Each line ends with the Löwdin charge.
Element x y z (Å)
1 C 1.21 -1.16 0.27  -0.032
2 C -0.16 -0.57 0.22  -0.542
3 C -0.32 0.87 0.66  -0.202
4 C 0.56 1.87 -0.12  -0.552
5 S 0.20 2.01 -1.88  0.711
6 C -1.35 -1.47 0.38  -0.116
7 N -0.94 -1.02 -0.97  0.037
8 H 1.22 -2.23 -0.02  0.100
9 H 1.60 -1.15 1.30  0.091
10 H 1.85 -0.60 -0.34  0.050
11 H -1.37 1.17 0.60  0.116
12 H 0.02 0.95 1.68  0.111
13 H 1.61 1.62 0.03  0.065
14 H 0.41 2.81 0.32  0.045
15 H 0.49 0.76 -2.26  -0.150
16 H -1.21 -2.52 0.57  0.093
17 H -2.27 -1.07 0.83  0.109
18 H -1.56 -0.26 -1.26  0.067

Energy relative to the best compared isomer or geometry (same formula, charge and spin) in kcal/mol: 15.5
SMILES string: C[C@]1(CCS)CN1
Lowest unoccupied orbital energy in eV: 0.938
Highest occupied orbital energy in eV: -9.07
E in eV: -17687.790